No. 1
The following is a quantum chemistry calculation of the molecule C5H9F3N2O at a distorted geometry, from the Open Molecules 2025 dataset.

For the energy relative to the best compared isomer or geometry (same formula, charge and spin), the calculation gives 1.1022 eV. The HOMO energy is -8.127 eV. The calculation puts the total energy at -680.2218 hartree. Its orbital gap is 8.561 eV. As for the lowest unoccupied orbital energy: 0.016 Eh.

Geometry as ORCA input:
```
! RIJCOSX wB97M-V def2-TZVPD def2/J DEFGRID3
* xyz 0 1
C -1.0930 -1.3213 -1.1893
N 0.1181 -0.5637 -1.2673
C 1.3937 -1.1897 -1.0481
C -0.0710 0.8607 -1.2495
H -0.8389 -2.3823 -1.1891
H -1.6330 -1.0186 -0.2831
H -1.7443 -1.0525 -2.0324
H 1.2265 -2.2711 -1.0026
H 2.1235 -0.9067 -1.8379
H 1.8107 -0.7856 -0.1092
H 0.8789 1.3582 -1.4576
H -0.8248 1.0543 -2.0928
H -0.3195 2.3316 0.1115
N -0.4090 1.3254 0.1428
C 0.3397 0.9284 1.2835
C -0.4310 0.8355 2.6789
F -1.3210 1.8209 2.9394
F -1.1189 -0.3525 2.6686
F 0.4342 0.8192 3.7202
O 1.4789 0.5098 1.2139
*
```


No. 2
The following is a quantum chemistry calculation of a cluster of 2 separate species, C5H9F3O6S in total at a distorted geometry, from the Open Molecules 2025 dataset.

The HOMO energy is -9.927 eV. The calculation puts the total energy at -1345.0352 hartree. Its orbital gap is 10.110 eV. As for the lowest unoccupied orbital energy: 0.007 Eh.

Geometry as ORCA input:
```
! RIJCOSX wB97M-V def2-TZVPD def2/J DEFGRID3
* xyz 0 1
O -2.0185 -2.9591 -1.5950
C -0.9995 -3.4459 -1.0814
C -0.8068 -3.6444 0.4879
O -0.9328 -2.3938 1.2515
S 0.4968 -1.5441 0.9568
O 1.6570 -2.1853 1.6919
O 0.3194 -0.0439 1.7482
C 0.9465 0.9750 0.9036
C -0.1877 1.5364 -0.0773
O -1.4897 1.1158 0.3681
C -0.0041 1.1463 -1.6160
F 0.8099 0.0135 -1.8422
F -1.2490 0.8899 -2.2082
F 0.6236 2.2145 -2.2990
H -0.1383 -3.7914 -1.7598
H 0.1803 -4.1305 0.7712
H -1.6278 -4.3291 0.9034
H 1.8617 0.5509 0.3682
H 1.3409 1.8381 1.5473
H -0.1650 2.6715 -0.0084
H -2.1565 1.7705 0.0646
O 1.0025 4.2491 0.5963
H 0.8692 5.1466 0.9245
H 1.6680 4.3494 -0.0962
*
```


No. 3
The following is a quantum chemistry calculation of the molecule C5H9FN2 at a distorted geometry, from the Open Molecules 2025 dataset.

For the energy relative to the best compared isomer or geometry (same formula, charge and spin), the calculation gives 2.7988 eV. The HOMO energy is -9.037 eV. The calculation puts the total energy at -405.1875 hartree. Its orbital gap is 10.123 eV. As for the lowest unoccupied orbital energy: 0.040 Eh.

Geometry as ORCA input:
```
! RIJCOSX wB97M-V def2-TZVPD def2/J DEFGRID3
* xyz 0 1
C -2.3274 1.0397 -0.3203
C -1.4296 -0.1718 -0.3571
C -1.1752 -0.9229 0.8552
C 2.0045 -0.7039 -0.5563
C 2.5793 0.4477 0.2065
H -1.9312 1.7537 -0.9785
H -2.2811 1.4955 0.6581
H -3.3682 0.8650 -0.5213
H -1.4490 -0.8151 -1.3399
H -1.5088 -0.5610 1.7582
H -1.1514 -1.9661 0.7946
H 2.7255 -1.3853 -1.0394
H 2.3554 0.3655 1.2410
H 2.2773 1.4294 -0.1280
N -0.0504 -0.2294 0.2186
N 0.7832 -1.0848 -0.5973
F 3.9470 0.4439 0.1059
*
```


No. 4
The following is a quantum chemistry calculation of the ion C5H9FN3O2 with charge +1 at a distorted geometry, from the Open Molecules 2025 dataset.

For the energy relative to the best compared isomer or geometry (same formula, charge and spin), the calculation gives 0.0000 eV. The HOMO energy is -14.234 eV. The calculation puts the total energy at -610.2045 hartree. Its orbital gap is 10.108 eV. As for the lowest unoccupied orbital energy: -0.152 Eh.

Geometry as ORCA input:
```
! RIJCOSX wB97M-V def2-TZVPD def2/J DEFGRID3
* xyz 1 1
O 0.3927 2.2284 -0.7148
C -0.5428 2.0563 0.0185
O -1.7659 2.5710 -0.1914
C -0.4614 1.2063 1.2636
C -0.5084 -0.2988 0.9274
C -1.0256 -0.6885 -0.4840
N -0.0042 -1.7114 -0.9578
C 1.0996 -1.3167 -0.2720
N 2.2928 -1.2212 -0.7873
F 3.3251 -0.8589 -0.0162
N 0.8326 -0.9881 1.0603
H -1.9314 2.6636 -1.1436
H 0.5143 1.4014 1.7170
H -1.2437 1.4607 1.9770
H -1.1535 -0.7723 1.6682
H -2.0390 -1.0836 -0.5247
H -0.9465 0.1331 -1.1968
H 0.1126 -1.6164 -1.9652
H 2.5325 -1.4435 -1.7473
H 0.5927 -1.8970 1.4655
*
```


No. 5
The following is a quantum chemistry calculation of a cluster of 2 separate species, C5H9IN in total at a distorted geometry, from the Open Molecules 2025 dataset.

For the energy relative to the best compared isomer or geometry (same formula, charge and spin), the calculation gives 3.1504 eV. The HOMO energy is -14.354 eV. The calculation puts the total energy at -547.9736 hartree. Its orbital gap is 8.751 eV. As for the lowest unoccupied orbital energy: -0.206 Eh.

Geometry as ORCA input:
```
! RIJCOSX wB97M-V def2-TZVPD def2/J DEFGRID3
* xyz 1 1
C -2.3905 0.8343 -0.4294
C -0.1822 0.4658 0.3472
C -3.1424 -0.3396 -0.1127
C 2.8379 -0.3653 -0.3360
C 2.2030 -0.0492 0.9956
N 0.8952 0.3242 0.7427
I -1.7544 1.0741 -2.3614
H -2.2392 1.6120 0.2098
H -4.1105 0.1392 0.0032
H -2.8490 -0.7791 0.8993
H -3.2428 -1.1079 -0.9605
H 3.4020 0.4883 -0.7135
H 2.1421 -0.8499 -0.9837
H 3.5103 -1.1950 -0.2938
H 2.8453 0.6938 1.3889
H 2.0751 -0.9458 1.6042
*
```


No. 6
The following is a quantum chemistry calculation of the ion C5H9IN with charge +1 at a distorted geometry, from the Open Molecules 2025 dataset.

For the energy relative to the best compared isomer or geometry (same formula, charge and spin), the calculation gives 1.6351 eV. The HOMO energy is -13.097 eV. The calculation puts the total energy at -548.0293 hartree. Its orbital gap is 9.585 eV. As for the lowest unoccupied orbital energy: -0.129 Eh.

Geometry as ORCA input:
```
! RIJCOSX wB97M-V def2-TZVPD def2/J DEFGRID3
* xyz 1 1
C 0.1194 0.4978 -1.8158
C -1.1649 0.3260 -1.1577
C 1.1783 -0.1394 -1.0217
C 0.4386 -0.9633 -0.0211
C -1.1953 0.6569 1.2182
N -0.9459 -0.3365 0.1436
I -3.0563 0.9009 -1.8780
H 0.1526 1.0204 -2.7230
H 1.9167 -0.8014 -1.6123
H 1.9775 0.5870 -0.6357
H 0.3204 -2.0548 -0.3783
H 1.1260 -1.1399 0.9016
H -1.5124 1.6266 0.9107
H -1.9638 0.2433 1.8466
H -0.1768 0.8115 1.9156
H -1.6598 -1.1585 0.3344
*
```


No. 7
The following is a quantum chemistry calculation of a cluster of 2 separate species, C5H9IN in total at a distorted geometry, from the Open Molecules 2025 dataset.

For the energy relative to the best compared isomer or geometry (same formula, charge and spin), the calculation gives 3.9688 eV. The HOMO energy is -13.062 eV. The calculation puts the total energy at -547.9435 hartree. Its orbital gap is 9.355 eV. As for the lowest unoccupied orbital energy: -0.136 Eh.

Geometry as ORCA input:
```
! RIJCOSX wB97M-V def2-TZVPD def2/J DEFGRID3
* xyz 1 1
C -0.5276 -2.2738 -0.7707
C -1.3831 -1.5065 -0.3810
C 0.9353 1.2094 -1.1099
C 1.1397 -0.6588 0.8919
C 0.6696 0.3683 0.1898
N -0.6033 1.1184 0.8066
I -3.3496 -1.3721 0.1088
H 0.4158 -2.7013 -0.7822
H 1.5392 0.6052 -1.7329
H 1.4441 2.1140 -0.7877
H -0.0203 1.4689 -1.5617
H 1.9790 -1.2785 0.6597
H 0.5769 -0.8868 1.7438
H -1.4838 0.4304 1.1005
H -0.7702 1.6808 0.0028
H -0.5617 1.6823 1.6224
*
```


No. 8
The following is a quantum chemistry calculation of the molecule C5H9IN2 at a distorted geometry, from the Open Molecules 2025 dataset.

For the energy relative to the best compared isomer or geometry (same formula, charge and spin), the calculation gives 0.0000 eV. The HOMO energy is -8.715 eV. The calculation puts the total energy at -603.0494 hartree. Its orbital gap is 9.129 eV. As for the lowest unoccupied orbital energy: 0.015 Eh.

Geometry as ORCA input:
```
! RIJCOSX wB97M-V def2-TZVPD def2/J DEFGRID3
* xyz 0 1
C -2.4062 -0.0487 -2.3940
C 0.0633 0.7170 -0.3721
C 1.7592 -0.8795 0.4236
C 0.0766 0.0922 2.0288
C 0.9240 0.3566 0.7855
N -2.1000 0.5472 -1.3269
N -1.2175 0.2562 -0.4508
I 0.9224 1.8404 -1.9638
H -3.2687 0.3079 -2.9310
H -1.8604 -0.9007 -2.7942
H 1.1055 -1.7264 0.2249
H 2.3668 -0.6921 -0.4602
H 2.4218 -1.1381 1.2459
H -0.6213 -0.7191 1.8405
H 0.7182 -0.1800 2.8631
H -0.4932 0.9784 2.2981
H 1.6095 1.1887 0.9826
*
```


No. 9
The following is a quantum chemistry calculation of a structure of composition C5H9IS4 at a distorted geometry, from the Open Molecules 2025 dataset.

For the energy relative to the best compared isomer or geometry (same formula, charge and spin), the calculation gives 1.4376 eV. The HOMO energy is -8.764 eV. The calculation puts the total energy at -2086.2217 hartree. Its orbital gap is 8.833 eV. As for the lowest unoccupied orbital energy: 0.003 Eh.

Geometry as ORCA input:
```
! RIJCOSX wB97M-V def2-TZVPD def2/J DEFGRID3
* xyz 0 1
C 0.6212 -0.5588 -1.9400
C -0.3029 -0.4891 -1.0210
C -1.7104 -1.0031 -1.1077
C 0.4134 -0.3003 0.8050
C 0.4564 1.1320 0.9631
S -0.8118 -1.0511 1.9797
S 2.0687 -1.0705 0.9177
S 1.5060 1.9403 -0.2815
S -1.1478 1.8993 0.5786
I 1.1833 1.6071 2.9793
H 1.6690 -0.2169 -1.7223
H 0.3285 -1.0048 -2.9593
H -1.9174 -1.8145 -0.3767
H -1.8153 -1.0904 -2.1306
H -2.3185 -0.2610 -0.6422
H 0.0090 -1.8521 2.6777
H 2.7580 -0.0280 0.4438
H 0.9192 3.1355 -0.4111
H -1.9084 1.0262 1.2475
*
```


No. 10
The following is a quantum chemistry calculation of a structure of composition C5H9IrO3 at a distorted geometry, from the Open Molecules 2025 dataset.

For the energy relative to the best compared isomer or geometry (same formula, charge and spin), the calculation gives 0.7251 eV. The HOMO energy (alpha / beta) is -12.214 / -12.723 eV. The calculation puts the total energy at -525.3269 hartree. Its orbital gap (alpha / beta) is 6.461 / 5.632 eV. Its expectation value of S² is 8.7659. As for the lowest unoccupied orbital energy (alpha / beta): -0.211 / -0.261 Eh.

Geometry as ORCA input:
```
! RIJCOSX wB97M-V def2-TZVPD def2/J DEFGRID3
* xyz 1 6
H 1.6657 -2.5884 -1.0907
C -1.8935 -5.5263 -1.5936
O -0.7672 -4.7740 -1.9624
C 0.4167 -5.2147 -1.3428
C 1.5626 -4.3571 -1.7503
H -2.7627 -5.1076 -2.1145
H -1.7758 -6.5872 -1.8770
H -2.0707 -5.4723 -0.5042
H 0.6061 -6.2756 -1.6022
H 0.2936 -5.1797 -0.2382
H 1.6076 -4.1052 -2.8134
H 2.5369 -4.6816 -1.3758
O 2.2173 -1.1583 0.6136
C 1.7732 -1.3364 -0.6390
C 1.4398 -0.2869 -1.4304
O 1.4089 0.9764 -0.9230
Ir 2.1682 0.6996 0.7351
H 1.1173 -0.4312 -2.4676
*
```


No. 11
The following is a quantum chemistry calculation of a structure of composition C5H9KO3, from the Open Molecules 2025 dataset.

For the energy relative to the best compared isomer or geometry (same formula, charge and spin), the calculation gives 3.4628 eV. The HOMO energy is -4.856 eV. The calculation puts the total energy at -1021.4340 hartree. Its orbital gap is 4.320 eV. As for the lowest unoccupied orbital energy: -0.020 Eh.

Geometry as ORCA input:
```
! RIJCOSX wB97M-V def2-TZVPD def2/J DEFGRID3
* xyz 0 1
O -1.6347 0.1942 3.4297
C -0.5949 0.6054 2.7711
O 0.1105 1.4276 3.5048
K 1.0136 -0.4178 0.5292
C -2.4455 -0.8537 2.8609
H -1.8990 -1.3416 2.0428
H -2.5880 -1.5885 3.6618
C -3.7515 -0.2733 2.3713
H -4.3065 0.1937 3.1957
H -3.5591 0.4632 1.5789
H -4.3572 -1.0795 1.9368
H -0.2772 1.5676 4.3893
O -0.6408 -0.1044 -1.3562
C -1.3034 -0.6946 -2.2575
H -2.6498 -2.2849 -1.7397
C -1.5701 -2.1576 -1.9243
H -1.3180 -2.7724 -2.8036
H -1.0193 -2.5219 -1.0331
*
```


No. 12
The following is a quantum chemistry calculation of the ion C5H9N with charge -1 at a distorted geometry, from the Open Molecules 2025 dataset.

For the energy relative to the best compared isomer or geometry (same formula, charge and spin), the calculation gives 0.3411 eV. The HOMO energy (alpha / beta) is -0.034 / -2.695 eV. The calculation puts the total energy at -250.5713 hartree. Its orbital gap (alpha / beta) is 4.182 / 6.813 eV. Its expectation value of S² is 0.7737. As for the lowest unoccupied orbital energy (alpha / beta): 0.152 / 0.151 Eh.

Geometry as ORCA input:
```
! RIJCOSX wB97M-V def2-TZVPD def2/J DEFGRID3
* xyz -1 2
C 1.1852 -2.7099 0.3813
C 1.3119 -1.2538 0.0101
C 0.1441 -0.3996 0.4594
C -0.1827 0.7096 -0.2929
N -1.3261 1.3859 -0.1502
C -1.5547 2.6753 -0.2726
H 0.3378 -3.2068 -0.1023
H 2.0614 -3.3341 0.1764
H 1.0009 -2.7905 1.4582
H 2.3413 -0.9179 0.2104
H 1.2938 -1.1764 -1.0954
H -0.6562 -0.9291 0.9656
H 0.3740 0.8428 -1.2363
H -2.3678 3.1795 0.2423
H -0.7917 3.3619 -0.6813
*
```